The following is a DFT calculation (ωB97M-V/def2-TZVPD) of 14 unconnected molecules or ions with the total composition C91H210N14O14.

Summary:
**Energy relative to the best compared isomer or geometry (same formula, charge and spin)**: 89.6 kcal/mol
**F_max**: 3.99 eV Å⁻¹

The geometry in ORCA input format:
```
! RIJCOSX wB97M-V def2-TZVPD def2/J DEFGRID3
* xyz 0 1
C 5.652 2.290 -1.288
C 5.103 1.926 -2.653
C 4.288 2.920 -3.341
O 3.136 3.286 -2.603
C 2.530 4.382 -3.280
N 6.138 1.391 -3.610
H 6.203 3.227 -1.348
H 6.302 1.465 -1.009
H 4.777 2.380 -0.663
H 4.432 1.071 -2.454
H 3.885 2.528 -4.301
H 4.940 3.785 -3.499
H 1.655 4.757 -2.748
H 2.217 4.153 -4.276
H 3.194 5.179 -3.353
H 6.866 2.016 -3.837
H 6.493 0.621 -3.025
C -0.769 4.705 5.980
C -1.918 3.858 5.373
C -1.835 3.950 3.826
O -2.821 3.153 3.084
C -4.116 3.678 3.198
N -1.834 2.419 5.768
H -0.938 5.699 5.566
H 0.274 4.378 5.770
H -0.918 4.786 7.065
H -2.870 4.334 5.687
H -0.901 3.507 3.456
H -1.853 5.035 3.579
H -4.267 4.397 2.334
H -4.262 4.183 4.145
H -4.791 2.888 3.063
H -0.882 2.123 5.514
H -2.349 1.936 5.049
C 2.806 -6.844 2.072
C 3.787 -6.680 0.862
C 4.659 -5.493 0.789
O 3.850 -4.291 0.537
C 4.605 -3.073 0.584
N 4.602 -7.874 0.879
H 2.021 -6.020 2.153
H 3.284 -6.873 3.044
H 2.187 -7.707 1.863
H 3.247 -6.605 -0.064
H 5.361 -5.616 -0.059
H 5.143 -5.334 1.767
H 3.951 -2.173 0.656
H 5.082 -3.078 -0.462
H 5.377 -3.065 1.312
H 4.829 -7.962 1.835
H 5.398 -7.723 0.365
C -4.034 1.872 -6.983
C -3.758 2.502 -5.581
C -2.294 2.258 -5.245
O -1.968 2.714 -4.005
C -0.652 3.195 -3.990
N -3.889 3.917 -5.605
H -4.985 2.255 -7.291
H -4.100 0.791 -6.981
H -3.227 2.216 -7.670
H -4.339 1.905 -4.797
H -1.765 2.807 -6.039
H -2.040 1.170 -5.400
H -0.044 2.764 -4.806
H -0.208 2.913 -3.077
H -0.572 4.262 -4.149
H -3.764 4.297 -4.697
H -4.776 4.264 -5.916
C -0.482 -5.162 -3.384
C 0.069 -5.249 -4.831
C 0.296 -3.909 -5.453
O -0.923 -3.253 -5.674
C -0.695 -2.091 -6.346
N 1.339 -6.044 -4.826
H -0.727 -6.154 -3.171
H -1.339 -4.464 -3.323
H 0.304 -4.813 -2.722
H -0.694 -5.811 -5.397
H 0.878 -4.065 -6.374
H 0.947 -3.208 -4.821
H -1.647 -1.664 -6.529
H -0.186 -2.220 -7.331
H -0.131 -1.398 -5.707
H 1.370 -6.451 -3.885
H 1.146 -6.787 -5.470
C -3.925 -7.408 1.081
C -2.871 -6.889 2.074
C -1.656 -6.388 1.300
O -1.970 -5.070 0.731
C -0.818 -4.652 -0.051
N -3.416 -5.839 2.905
H -4.353 -6.689 0.398
H -4.836 -7.757 1.584
H -3.643 -8.237 0.439
H -2.546 -7.760 2.705
H -1.341 -7.050 0.481
H -0.874 -6.327 2.082
H -1.083 -3.779 -0.630
H -0.524 -5.392 -0.815
H -0.055 -4.290 0.682
H -4.308 -5.489 2.493
H -2.797 -4.985 2.886
C -1.675 8.605 0.033
C -2.372 7.293 0.436
C -2.781 6.459 -0.701
O -3.544 5.349 -0.249
C -3.989 4.262 -1.022
N -1.524 6.465 1.296
H -1.437 9.229 0.873
H -2.360 9.157 -0.631
H -0.752 8.472 -0.538
H -3.332 7.614 0.844
H -1.911 6.118 -1.355
H -3.301 7.155 -1.306
H -4.904 4.492 -1.582
H -4.199 3.486 -0.282
H -3.139 3.966 -1.736
H -1.867 5.493 1.385
H -1.495 6.824 2.282
C 0.546 -3.969 7.264
C -0.521 -3.594 6.188
C -1.052 -2.187 6.433
C -0.011 -1.070 6.271
C 0.458 -1.197 4.767
C 0.882 -2.643 4.348
N -0.034 -3.682 4.837
O 0.693 -4.954 4.678
C 0.848 -2.757 2.743
C 2.310 -2.829 4.857
C -1.627 -4.616 6.363
H 0.052 -3.959 8.220
H 1.395 -3.316 7.244
H 0.864 -5.023 7.160
H -1.809 -2.059 5.635
H -1.596 -2.175 7.371
H 0.921 -1.184 6.851
H -0.457 -0.089 6.486
H 1.312 -0.489 4.596
H -0.348 -0.903 4.004
H -0.026 -2.215 2.472
H 1.718 -2.125 2.340
H 0.817 -3.797 2.390
H 2.982 -2.023 4.510
H 2.260 -2.609 5.892
H 2.815 -3.735 4.675
H -2.024 -4.553 7.444
H -1.260 -5.641 6.293
H -2.423 -4.439 5.729
H 1.376 -4.961 5.374
C -4.527 -2.922 -5.988
C -5.328 -3.918 -5.169
C -4.437 -4.429 -4.009
C -4.167 -3.331 -2.920
C -5.395 -2.680 -2.354
C -6.397 -2.261 -3.446
N -6.559 -3.321 -4.553
O -7.354 -2.805 -5.585
C -7.708 -2.186 -2.736
C -5.900 -0.871 -3.969
C -5.811 -5.080 -6.029
H -4.159 -2.093 -5.406
H -5.256 -2.573 -6.658
H -3.669 -3.501 -6.378
H -4.790 -5.362 -3.568
H -3.450 -4.637 -4.476
H -3.466 -2.507 -3.291
H -3.750 -3.800 -2.073
H -5.233 -1.790 -1.716
H -5.822 -3.468 -1.733
H -8.588 -1.963 -3.420
H -8.025 -3.002 -2.113
H -7.711 -1.329 -2.043
H -4.850 -0.914 -4.300
H -6.546 -0.481 -4.764
H -5.939 -0.153 -3.173
H -4.993 -5.580 -6.538
H -6.458 -4.730 -6.772
H -6.397 -5.789 -5.533
H -7.974 -3.550 -5.711
C 1.406 7.470 3.938
C 2.387 8.246 3.013
C 3.783 8.194 3.452
C 4.451 6.869 3.308
C 4.360 6.219 1.895
C 2.938 6.385 1.341
N 2.445 7.779 1.625
O 1.188 7.893 1.024
C 2.975 6.323 -0.218
C 1.977 5.215 1.775
C 1.862 9.711 2.936
H 0.446 7.468 3.439
H 1.281 7.903 4.892
H 1.769 6.447 4.119
H 4.291 8.812 2.668
H 4.049 8.646 4.396
H 4.097 6.180 4.136
H 5.508 7.005 3.510
H 4.687 5.254 2.058
H 4.985 6.800 1.193
H 3.636 5.477 -0.584
H 1.979 6.082 -0.612
H 3.320 7.270 -0.610
H 2.167 4.284 1.284
H 2.075 5.029 2.848
H 0.924 5.476 1.540
H 1.871 10.127 4.005
H 0.875 9.740 2.546
H 2.579 10.195 2.291
H 0.521 7.248 1.277
C -3.095 -0.661 3.303
C -4.454 -1.291 2.822
C -5.197 -1.919 3.979
C -6.608 -2.268 3.556
C -7.295 -1.016 3.035
C -6.600 -0.171 1.975
N -5.237 -0.038 2.407
O -4.637 0.676 1.361
C -6.812 -0.727 0.542
C -7.277 1.190 2.061
C -4.216 -2.275 1.674
H -3.256 0.201 3.900
H -2.606 -0.262 2.442
H -2.485 -1.337 3.869
H -4.679 -2.841 4.366
H -5.269 -1.303 4.815
H -7.205 -2.736 4.311
H -6.430 -3.091 2.809
H -7.600 -0.406 3.873
H -8.350 -1.245 2.612
H -6.275 -0.011 -0.075
H -6.602 -1.797 0.462
H -7.888 -0.640 0.374
H -8.317 1.198 2.329
H -6.797 1.750 2.886
H -7.220 1.768 1.060
H -3.839 -1.800 0.767
H -5.069 -2.896 1.454
H -3.355 -2.948 2.010
H -4.169 1.450 1.743
C 4.131 3.616 4.861
C 3.409 2.287 4.852
C 2.466 2.351 3.594
C 3.230 2.249 2.256
C 4.015 0.923 2.352
C 5.043 0.831 3.542
N 4.213 1.049 4.723
O 5.072 1.019 5.842
C 5.573 -0.601 3.574
C 6.238 1.719 3.395
C 2.636 2.126 6.172
H 4.964 3.663 5.617
H 3.385 4.424 5.121
H 4.499 3.852 3.857
H 1.622 1.652 3.732
H 2.096 3.329 3.624
H 3.907 3.073 2.193
H 2.543 2.269 1.406
H 4.572 0.638 1.434
H 3.327 0.124 2.444
H 5.917 -0.820 2.583
H 6.415 -0.739 4.205
H 4.854 -1.360 3.923
H 6.792 1.832 4.350
H 6.899 1.352 2.628
H 5.997 2.748 3.291
H 3.325 2.418 6.972
H 2.376 1.100 6.343
H 1.728 2.771 6.157
H 5.159 0.091 6.084
C -0.788 3.124 0.019
C -0.604 1.590 -0.073
C -1.880 1.008 -0.653
C -1.650 -0.473 -1.051
C -0.607 -0.536 -2.180
C 0.719 0.028 -1.686
N 0.413 1.330 -1.093
O 1.586 1.875 -0.522
C 1.422 -0.870 -0.711
C 1.687 0.276 -2.900
C -0.285 0.963 1.329
H 0.092 3.633 0.396
H -1.596 3.479 0.724
H -1.101 3.509 -0.977
H -2.650 1.108 0.152
H -2.183 1.733 -1.413
H -2.529 -0.933 -1.436
H -1.378 -0.927 -0.083
H -1.007 0.166 -2.931
H -0.533 -1.543 -2.522
H 2.334 -0.389 -0.259
H 0.777 -1.349 0.001
H 1.722 -1.665 -1.306
H 2.659 -0.097 -2.599
H 1.328 -0.228 -3.762
H 1.786 1.328 -3.227
H -0.318 -0.149 1.304
H -0.988 1.261 2.104
H 0.736 1.210 1.590
H 1.800 2.438 -1.275
C 3.905 -3.240 -3.727
C 5.266 -2.883 -4.297
C 5.868 -4.116 -4.990
C 5.222 -4.420 -6.342
C 5.398 -3.194 -7.258
C 4.664 -1.984 -6.623
N 5.275 -1.747 -5.270
O 4.550 -0.592 -4.736
C 4.928 -0.654 -7.502
C 3.123 -2.240 -6.508
C 6.049 -2.438 -3.054
H 3.335 -2.390 -3.420
H 4.024 -3.880 -2.868
H 3.245 -3.799 -4.429
H 6.975 -3.951 -5.050
H 5.635 -4.941 -4.331
H 4.102 -4.571 -6.188
H 5.637 -5.372 -6.775
H 5.081 -3.345 -8.311
H 6.483 -2.925 -7.166
H 4.356 0.198 -7.150
H 5.951 -0.365 -7.555
H 4.670 -0.845 -8.590
H 2.759 -1.647 -5.677
H 2.557 -1.789 -7.392
H 2.713 -3.235 -6.296
H 5.447 -1.683 -2.410
H 6.977 -1.864 -3.320
H 6.319 -3.295 -2.427
H 5.259 0.052 -4.556
*
```